(1)
{
  "formula": "C5H10N2",
  "method": "ωB97M-V/def2-TZVPD",
  "symbols": ["C", "C", "C", "C", "C", "H", "H", "H", "H", "H", "H", "H", "H", "H", "H", "N", "N"],
  "xyz": [[2.74122, 0.15037, 0.03218], [-0.47712, -1.37218, 0.09842], [-1.74378, -0.56483, -0.18930], [-1.38745, 0.87487, 0.19339], [0.10227, 0.91232, -0.19569], [3.73229, -0.19526, 0.19321], [2.58631, 1.23462, -0.03215], [-0.31996, -1.67372, 1.16613], [-0.41227, -2.27511, -0.43241], [-1.96894, -0.57689, -1.24660], [-2.65239, -0.90236, 0.34446], [-1.43692, 0.99261, 1.28705], [-2.05306, 1.56143, -0.26990], [0.31357, 1.39501, -1.21238], [0.57632, 1.61496, 0.56823], [1.84369, -0.73165, -0.04059], [0.55621, -0.44421, -0.26405]],
  "e_homo_ev": -8.20,
  "max_force_ha_per_bohr": 0.0602,
  "e_lumo_ha": 0.03989
}

(2)
{
  "formula": "C10H9Br2NOPd",
  "method": "ωB97M-V/def2-TZVPD",
  "symbols": ["Pd", "C", "H", "H", "H", "H", "H", "Br", "C", "C", "C", "Br", "C", "C", "C", "C", "N", "C", "C", "O", "H", "H", "H", "H"],
  "xyz": [[1.05697, -1.08244, 1.18456], [1.68749, -5.04529, -1.47097], [1.38571, -4.20234, -2.11719], [2.14746, -4.66919, -0.49468], [2.48130, -5.56759, -2.03046], [0.77469, -5.51125, -1.09539], [-0.06837, -1.72595, 2.06852], [3.25716, 2.25540, -1.81331], [1.59273, 2.22800, -0.94438], [0.83247, 3.37235, -0.69351], [-0.40035, 3.33953, -0.02429], [-1.36571, 4.95520, 0.32149], [-1.00510, 2.10299, 0.40371], [-2.26398, 1.88890, 1.05830], [-2.68367, 0.62110, 1.44349], [-1.84459, -0.46387, 1.17204], [-0.70001, -0.26277, 0.46992], [-0.24852, 0.93868, 0.08212], [1.03882, 0.95004, -0.55672], [1.71289, -0.14074, -0.60898], [1.22371, 4.33169, -1.02923], [-2.91422, 2.74848, 1.26760], [-3.62338, 0.41989, 1.95228], [-2.07349, -1.48082, 1.45508]],
  "multiplicity": 3,
  "e_homo_ev": [-6.90, -7.83],
  "max_force_ha_per_bohr": 0.0416,
  "e_lumo_ha": [-0.03193, -0.10624]
}

(3)
{
  "formula": "C24H70ClN6O12",
  "method": "ωB97M-V/def2-TZVPD",
  "symbols": ["Cl", "O", "O", "O", "O", "O", "H", "H", "O", "H", "H", "C", "C", "C", "O", "C", "N", "H", "H", "H", "H", "H", "H", "H", "H", "H", "H", "H", "C", "C", "C", "O", "C", "N", "H", "H", "H", "H", "H", "H", "H", "H", "H", "H", "H", "C", "C", "C", "O", "C", "N", "H", "H", "H", "H", "H", "H", "H", "H", "H", "H", "H", "C", "C", "C", "O", "C", "N", "H", "H", "H", "H", "H", "H", "H", "H", "H", "H", "H", "C", "C", "C", "O", "C", "N", "H", "H", "H", "H", "H", "H", "H", "H", "H", "H", "H", "C", "C", "C", "O", "C", "N", "H", "H", "H", "H", "H", "H", "H", "H", "H", "H", "H"],
  "xyz": [[0.52757, -0.36751, -0.84947], [1.14248, -0.65645, -2.13350], [0.99454, 0.89390, -0.30526], [-0.89356, -0.34424, -1.07355], [0.96659, -1.41637, 0.07839], [3.34389, -0.06384, -4.08452], [2.80556, -0.63737, -4.64006], [2.75718, 0.17385, -3.35038], [0.38808, -4.04305, -1.75051], [0.61342, -3.12725, -1.54963], [-0.14885, -4.26699, -0.97590], [2.62465, 4.25429, -2.57706], [2.23650, 4.68122, -1.16746], [0.75198, 4.52833, -0.93313], [0.00835, 5.47529, -1.67911], [-1.38327, 5.27624, -1.59357], [2.93924, 3.79444, -0.20523], [3.65279, 4.55564, -2.77443], [2.02356, 4.78155, -3.32585], [2.45087, 3.19231, -2.74869], [2.61503, 5.68547, -0.97665], [0.43815, 4.58925, 0.12104], [0.48725, 3.48798, -1.19470], [-1.66336, 4.28196, -1.95362], [-1.85831, 6.06743, -2.17028], [-1.71544, 5.38781, -0.55301], [2.81367, 4.25001, 0.70040], [2.46188, 2.91102, -0.02298], [-2.23312, 2.22661, 1.08643], [-1.48224, 3.54217, 1.34128], [-2.19197, 4.37563, 2.40088], [-3.27664, 5.04823, 1.78979], [-3.71647, 6.15554, 2.55461], [-0.13978, 3.15447, 1.80202], [-2.38991, 1.67163, 2.00970], [-1.85786, 1.63745, 0.25347], [-3.23332, 2.55478, 0.74435], [-1.41890, 4.11894, 0.41990], [-1.46236, 5.11413, 2.75347], [-2.47784, 3.71840, 3.22814], [-3.69836, 6.02517, 3.63971], [-4.75907, 6.32033, 2.28009], [-3.10591, 7.01955, 2.27636], [-0.14763, 2.66794, 2.69058], [0.24302, 2.48076, 1.14824], [-1.23985, -4.13971, 6.69231], [-1.99260, -3.73553, 5.43865], [-1.17131, -3.85874, 4.17897], [0.05884, -3.18543, 4.23883], [0.79722, -3.28776, 3.03843], [-3.24566, -4.49183, 5.33419], [-0.85707, -5.15647, 6.56035], [-1.89913, -4.28708, 7.55947], [-0.52484, -3.39871, 7.03690], [-2.29971, -2.68359, 5.53511], [-1.74659, -3.51858, 3.30845], [-0.99330, -4.93008, 3.99031], [1.81559, -2.97646, 3.27628], [0.45209, -2.63461, 2.23691], [0.85840, -4.33910, 2.73725], [-3.65162, -4.56201, 6.25426], [-3.92300, -4.12652, 4.68321], [-2.74907, -1.34090, -4.86228], [-1.66441, -0.44758, -5.45300], [-1.53421, 0.82050, -4.61680], [-0.47953, 1.60374, -5.16841], [-0.04518, 2.57535, -4.25443], [-0.43044, -1.22277, -5.48026], [-2.75926, -1.31498, -3.76464], [-2.73642, -2.38608, -5.15291], [-3.73364, -0.90056, -5.07152], [-1.97083, -0.15806, -6.46082], [-1.24563, 0.54913, -3.59366], [-2.46457, 1.39892, -4.56397], [0.46994, 2.20477, -3.36378], [-0.83865, 3.29105, -4.01215], [0.70074, 3.17913, -4.78166], [0.33770, -0.70602, -5.89716], [-0.12999, -1.39651, -4.52182], [4.74923, 0.49008, -0.66590], [5.32144, -0.91162, -0.86543], [5.80936, -1.49054, 0.43483], [6.49764, -2.70055, 0.25330], [7.04445, -3.22321, 1.43663], [4.26236, -1.76267, -1.40454], [3.79496, 0.53514, -0.13768], [4.53045, 0.94020, -1.63710], [5.46485, 1.15726, -0.16598], [6.10581, -0.85598, -1.62318], [4.98977, -1.59310, 1.16010], [6.45747, -0.74314, 0.92543], [7.73857, -4.00141, 1.12159], [6.33471, -3.54699, 2.20159], [7.68905, -2.44027, 1.87346], [3.94260, -1.51287, -2.32903], [3.46099, -1.76944, -0.78447], [-4.31260, -1.37757, 0.52518], [-3.10882, -2.17290, 0.92116], [-2.66172, -3.13722, -0.18129], [-1.55263, -3.89680, 0.24630], [-1.82814, -5.13803, 0.86516], [-2.04683, -1.22895, 1.35033], [-4.15670, -0.78029, -0.37594], [-4.71754, -0.78043, 1.34527], [-5.19972, -1.99505, 0.31483], [-3.33037, -2.70327, 1.85609], [-2.32573, -2.53575, -1.02944], [-3.49703, -3.75585, -0.52572], [-2.60926, -5.06049, 1.62687], [-0.94376, -5.42193, 1.43647], [-2.02300, -5.88128, 0.09078], [-1.89572, -0.54741, 0.60416], [-1.18022, -1.77128, 1.32520]],
  "charge": -1,
  "e_homo_ev": -5.86,
  "max_force_ha_per_bohr": 0.0507,
  "e_lumo_ha": 0.08941
}

(4)
{
  "formula": "C3H6O2S",
  "method": "ωB97M-V/def2-TZVPD",
  "symbols": ["C", "C", "C", "O", "O", "S", "H", "H", "H", "H", "H", "H"],
  "xyz": [[2.54044, 1.16523, -0.02002], [1.71302, 2.06363, 0.44155], [-1.28849, -1.18206, -0.12996], [2.53527, -1.34694, 0.16125], [-0.08662, -0.66853, -0.65404], [3.14018, -0.22051, -0.55636], [0.65721, -1.25406, -0.45348], [2.05040, 2.96266, 0.90835], [0.67016, 1.91862, 0.29561], [-1.30556, -2.28834, -0.10507], [-1.95358, -0.69768, -0.76737], [-1.46993, -0.89849, 0.95646]],
  "e_homo_ev": -9.40,
  "max_force_ha_per_bohr": 0.0483,
  "e_lumo_ha": -0.03089
}

(5)
{
  "formula": "C6H12O",
  "method": "ωB97M-V/def2-TZVPD",
  "symbols": ["C", "C", "C", "C", "C", "C", "O", "H", "H", "H", "H", "H", "H", "H", "H", "H", "H", "H", "H"],
  "xyz": [[-1.75744, 1.06409, -0.00097], [-0.29244, 1.38113, -0.09789], [-0.41757, -1.66591, -2.15695], [0.65273, 0.73128, 0.55922], [2.07370, 0.51119, 0.85749], [0.99137, -0.34252, 1.50238], [0.79328, -0.15809, 2.87628], [-2.32427, 1.91012, 0.40613], [-2.17359, 0.84490, -0.99210], [-1.93095, 0.19046, 0.63606], [-0.00865, 2.19527, -0.76549], [-1.35894, -1.26022, -2.53651], [-0.60849, -2.61850, -1.65647], [0.27247, -1.82126, -2.98968], [0.02008, -0.95861, -1.44648], [2.71193, 0.05548, 0.10244], [2.57235, 1.21155, 1.52442], [0.90808, -1.38022, 1.17005], [-0.12364, 0.10987, 3.00805]],
  "e_homo_ev": -9.50,
  "max_force_ha_per_bohr": 0.0061,
  "e_lumo_ha": 0.03253
}

(6)
{
  "formula": "C9H7NO2",
  "method": "ωB97M-V/def2-TZVPD",
  "symbols": ["C", "C", "C", "C", "C", "C", "C", "C", "C", "H", "H", "H", "H", "H", "H", "H", "N", "O", "O"],
  "xyz": [[1.75476, 0.09917, -0.26398], [1.77188, -0.33365, -1.62543], [0.57687, -0.42375, -2.34526], [-0.50807, -0.65557, -1.49478], [-0.69442, -0.49228, -0.05631], [-2.22527, 0.25899, 1.49935], [-1.10310, 1.32183, 2.02470], [0.16033, 1.11375, 1.63503], [0.40245, 0.31606, 0.42559], [3.11562, -0.91478, 1.32612], [2.81468, -0.76198, -2.11352], [0.57222, -0.89003, -3.33939], [-2.46879, -1.17480, -1.51964], [-3.25205, 0.31244, 1.78508], [-1.32803, 2.37313, 2.74761], [1.03986, 1.53346, 2.29239], [-1.96617, -0.53845, 0.48683], [3.00249, 0.31155, 0.53810], [-1.66524, -1.45509, -2.00251]],
  "e_homo_ev": -8.23,
  "max_force_ha_per_bohr": 0.1124,
  "e_lumo_ha": -0.02421
}